Molecular formula: C16H28O10S2
Method: DFT, ωB97M-V with the def2-TZVPD basis set

Summary:
**Total energy**: -2174.9539 Eh
**Strongest force on any atom**: 9.39 eV/A

ORCA input file:
```
! wB97M-V def2-TZVPD RIJCOSX def2/J DEFGRID3
* xyz 0 1
C -18.33 42.57 40.81
C -19.26 42.02 39.66
C -18.91 42.30 38.16
O -18.92 41.05 37.51
C -18.91 40.15 38.37
O -18.71 39.03 38.19
O -19.07 40.65 39.64
H -17.31 42.24 40.62
H -18.64 42.22 41.76
H -18.51 43.54 40.75
H -20.29 42.32 39.79
H -17.91 42.91 38.00
H -19.58 42.81 37.52
C -17.95 38.22 41.15
C -17.67 38.05 42.62
C -16.33 38.79 43.18
O -16.75 39.92 43.92
C -17.99 40.05 43.76
O -18.72 41.02 43.97
O -18.55 38.98 43.13
H -19.05 38.10 40.85
H -17.31 37.13 40.65
H -17.45 39.15 40.92
H -17.92 37.17 43.08
H -15.72 39.03 42.44
H -15.67 38.16 43.96
C -21.89 40.09 41.91
C -21.97 39.31 40.65
C -23.44 39.37 40.23
S -24.33 39.30 41.85
O -24.91 38.02 42.10
O -25.17 40.41 41.94
C -22.87 39.48 42.83
H -21.85 41.18 41.85
H -21.04 40.02 42.27
H -21.69 38.11 40.59
H -21.24 39.48 40.00
H -23.84 38.56 39.65
H -23.60 40.34 39.89
H -22.55 38.36 43.23
H -23.15 40.10 43.68
C -19.53 44.48 44.74
C -20.15 43.77 45.97
C -21.46 43.15 45.57
S -22.10 44.10 44.21
O -22.77 45.07 44.97
O -22.80 43.17 43.32
C -20.54 44.58 43.58
H -18.48 44.19 44.26
H -19.37 45.42 45.10
H -20.35 44.63 46.83
H -19.50 43.07 46.42
H -22.10 42.84 46.24
H -21.24 42.09 45.16
H -20.85 45.52 43.40
H -20.31 43.88 42.64
*
```

=====

Molecular formula: C16H29BCaF6N4O3
Method: DFT, ωB97M-V with the def2-TZVPD basis set

Summary:
**Strongest force on any atom**: 0.10 eV/A
**Energy relative to the best compared isomer or geometry (same formula, charge and spin)**: 0.00 kcal per mole

ORCA input file:
```
! wB97M-V def2-TZVPD RIJCOSX def2/J DEFGRID3
* xyz 0 1
Ca -0.17 0.01 -0.52
C -0.09 -3.78 0.25
C -0.30 -2.47 0.97
C -1.59 -1.93 1.09
C -2.75 -2.59 0.38
C -1.80 -0.78 1.87
C -3.21 -0.30 2.11
C -0.71 -0.11 2.44
C -0.93 1.15 3.24
C 0.59 -0.63 2.28
C 1.76 0.07 2.93
C 0.79 -1.80 1.54
C 2.20 -2.32 1.35
H 0.17 -3.61 -0.80
H -0.99 -4.39 0.28
H 0.71 -4.35 0.71
H -3.50 -1.84 0.09
H -3.24 -3.33 1.01
H -2.42 -3.07 -0.54
H -3.91 -1.13 2.10
H -3.53 0.43 1.36
H -3.29 0.18 3.08
H -1.81 1.69 2.90
H -0.09 1.83 3.14
H -1.05 0.92 4.30
H 2.17 0.85 2.28
H 2.56 -0.63 3.16
H 1.46 0.54 3.87
H 2.90 -1.50 1.19
H 2.27 -2.97 0.48
H 2.53 -2.88 2.23
C 1.66 4.97 -0.47
O 2.17 3.66 -0.19
C 1.66 2.61 -0.82
O 1.95 1.48 -0.44
N 0.90 2.85 -1.92
N 0.12 1.76 -2.36
H 2.15 5.63 0.25
H 0.58 5.01 -0.31
H 1.92 5.29 -1.48
H 0.44 3.74 -1.99
H 0.42 1.45 -3.28
H -0.85 2.05 -2.43
N 1.65 -2.09 -3.55
C 2.01 -1.24 -2.55
N 2.98 -0.33 -2.81
O 1.50 -1.31 -1.43
H 1.87 -1.83 -4.50
H 0.72 -2.48 -3.41
H 3.52 -0.34 -3.66
H 3.25 0.26 -2.04
F -1.09 -2.47 -2.70
C -1.46 -1.10 -2.42
F -1.00 -0.44 -3.63
H -2.54 -1.13 -2.58
F -0.58 2.31 0.54
B -1.88 2.59 -0.01
F -2.26 1.35 -0.62
F -1.74 3.57 -0.99
F -2.75 2.95 0.98
*
```

=====

Molecular formula: C16H29CrF3N2O17Ti
Method: DFT, ωB97M-V with the def2-TZVPD basis set

Summary:
**Total energy**: -4208.6294 Eh
**Strongest force on any atom**: 7.61 eV/A

ORCA input file:
```
! wB97M-V def2-TZVPD RIJCOSX def2/J DEFGRID3
* xyz 1 8
Cr -1.79 -2.66 0.77
Ti -2.48 -3.46 -3.72
N -0.43 -4.78 -1.32
O -1.01 -4.60 -2.34
O 0.54 -5.49 -1.27
O -0.75 -4.11 -0.38
N -0.85 -0.98 -2.00
O 0.13 -0.28 -2.10
O -1.45 -1.40 -2.95
O -1.21 -1.34 -0.86
C 0.36 1.24 2.17
C -0.66 1.49 1.09
O -2.00 1.55 1.61
C -2.65 0.44 2.02
O -2.34 -0.73 1.72
O -3.74 0.76 2.73
C -4.72 -0.26 2.93
H 0.24 0.28 2.68
H 0.45 2.05 2.89
H 1.40 1.22 1.82
H -0.71 0.77 0.26
H -0.51 2.49 0.70
H -4.47 -0.79 3.85
H -4.84 -1.06 2.20
H -5.73 0.14 2.97
C 1.93 3.46 -2.52
C 2.52 2.35 -1.66
O 3.98 2.51 -1.53
C 4.83 1.57 -0.95
O 4.41 0.50 -0.45
O 6.10 2.00 -0.95
C 7.16 1.11 -0.50
H 0.85 3.46 -2.61
H 2.38 3.33 -3.51
H 2.30 4.45 -2.27
H 2.42 1.36 -2.11
H 2.11 2.15 -0.67
H 7.36 0.33 -1.24
H 6.98 0.61 0.44
H 8.10 1.67 -0.45
C 0.77 -4.75 4.38
C 0.74 -3.22 4.49
O 1.57 -2.48 3.52
C 1.22 -2.18 2.23
O 0.04 -2.20 1.75
O 2.40 -2.08 1.51
C 2.28 -1.86 0.10
H -0.01 -5.07 5.07
H 1.72 -5.15 4.72
H 0.63 -5.10 3.35
H 0.96 -2.88 5.51
H -0.26 -2.86 4.28
H 3.22 -2.16 -0.35
H 2.13 -0.79 0.00
H 1.47 -2.33 -0.46
C -2.09 4.50 -2.41
C -2.27 3.13 -1.73
O -3.00 2.28 -2.62
C -3.66 1.17 -2.25
O -3.86 0.78 -1.09
C -4.34 0.52 -3.40
F -5.64 0.88 -3.43
F -3.72 0.77 -4.52
F -4.24 -0.80 -3.25
H -1.38 5.05 -1.78
H -3.04 5.04 -2.40
H -1.72 4.54 -3.43
H -2.82 3.18 -0.79
H -1.29 2.72 -1.53
*
```

=====

Molecular formula: C16H29F6INO9S2
Method: DFT, ωB97M-V with the def2-TZVPD basis set

Summary:
**Total energy**: -3052.2209 Eh
**Strongest force on any atom**: 0.92 eV/A

ORCA input file:
```
! wB97M-V def2-TZVPD RIJCOSX def2/J DEFGRID3
* xyz -1 1
C -4.86 2.17 -2.44
C -3.76 3.09 -1.95
O -2.91 2.34 -1.09
C -1.98 3.17 -0.44
C -0.83 2.35 0.19
C -0.35 3.11 1.42
C -1.41 3.50 2.49
C -2.66 2.62 2.67
C -3.82 3.43 3.25
O -4.67 3.99 2.26
O -1.33 1.04 0.43
C -0.72 0.27 1.45
C 0.31 2.36 -0.89
C 1.62 1.68 -0.51
C 1.70 0.15 -0.49
C 2.50 -0.45 -1.65
O 2.03 -1.72 -2.04
O -0.15 2.11 -2.22
C -0.61 0.84 -2.54
I -1.44 1.00 -4.54
H -4.92 1.32 -1.77
H -5.81 2.69 -2.43
H -4.66 1.82 -3.44
H -4.18 3.93 -1.39
H -3.17 3.46 -2.79
H -1.57 3.90 -1.14
H -2.52 3.75 0.31
H 0.08 4.04 1.05
H 0.46 2.62 1.92
H -1.73 4.52 2.31
H -0.91 3.53 3.44
H -3.03 2.16 1.77
H -2.45 1.84 3.40
H -3.44 4.22 3.91
H -4.43 2.76 3.85
H -4.31 3.81 1.38
H -0.81 -0.77 1.16
H -1.21 0.38 2.41
H 0.34 0.47 1.59
H 0.56 3.42 -0.93
H 1.96 2.06 0.44
H 2.36 2.04 -1.22
H 2.19 -0.19 0.42
H 0.73 -0.33 -0.47
H 3.51 -0.62 -1.31
H 2.53 0.23 -2.50
H 1.08 -1.82 -1.90
H -1.43 0.48 -1.94
H 0.15 0.09 -2.65
C 1.76 -4.74 0.10
F 1.17 -3.56 0.35
F 1.08 -5.68 0.78
F 1.64 -5.01 -1.21
S 3.53 -4.70 0.62
O 3.48 -4.45 2.04
O 4.13 -3.68 -0.19
N 3.86 -6.19 0.21
S 5.33 -6.73 0.44
O 5.70 -6.93 1.82
O 6.34 -6.18 -0.42
C 5.03 -8.42 -0.21
F 4.64 -8.39 -1.50
F 4.08 -9.06 0.49
F 6.16 -9.14 -0.14
*
```

=====

Molecular formula: C16H29LiN2O4P
Method: DFT, ωB97M-V with the def2-TZVPD basis set

Summary:
**Total energy**: -1386.2210 Eh
**Strongest force on any atom**: 1.03 eV/A

ORCA input file:
```
! wB97M-V def2-TZVPD RIJCOSX def2/J DEFGRID3
* xyz 1 1
C 3.66 -3.19 1.88
C 3.28 -1.75 1.56
O 2.80 -1.69 0.20
P 2.60 -0.26 -0.48
O 3.15 0.87 0.28
C 0.83 -0.12 -0.75
C 0.04 -1.44 -0.74
C -1.38 -1.34 -1.30
C -2.57 -1.02 -0.33
C -3.61 -2.04 -0.54
N -4.42 -2.83 -0.72
C -3.27 0.32 -0.72
C -2.41 1.59 -0.54
C -2.85 2.63 0.52
C -1.61 3.39 1.04
C -3.64 2.09 1.71
C -2.27 -1.09 1.19
O -1.32 -0.11 1.58
C -1.86 -2.43 1.60
N -1.51 -3.49 1.90
O 3.15 -0.40 -1.95
C 4.59 -0.21 -2.13
C 4.90 1.22 -2.54
H 3.29 -3.48 2.85
H 3.24 -3.86 1.13
H 4.74 -3.32 1.86
H 4.13 -1.09 1.68
H 2.48 -1.42 2.23
H 0.52 0.50 0.09
H 0.65 0.44 -1.67
H 0.58 -2.16 -1.36
H 0.09 -1.85 0.26
H -1.38 -0.57 -2.07
H -1.61 -2.26 -1.82
H -4.23 0.39 -0.22
H -3.48 0.21 -1.78
H -1.38 1.32 -0.34
H -2.39 2.10 -1.51
H -3.48 3.40 0.04
H -0.84 2.66 1.29
H -1.18 4.06 0.30
H -1.83 3.93 1.95
H -3.05 1.36 2.25
H -3.86 2.91 2.39
H -4.60 1.67 1.42
H -3.22 -0.88 1.71
H -0.71 -0.48 2.23
H 4.88 -0.92 -2.90
H 5.10 -0.48 -1.21
H 5.49 1.22 -3.46
H 3.99 1.76 -2.73
H 5.46 1.73 -1.76
Li -3.65 4.36 -1.59
*
```

=====

Molecular formula: C16H29N3O2
Method: DFT, ωB97M-V with the def2-TZVPD basis set

Summary:
**Strongest force on any atom**: 1.23 eV/A
**Energy relative to the best compared isomer or geometry (same formula, charge and spin)**: 76.15 kcal per mole
**SMILES string**: CC(C)CCc1noc(CN(C)CCC2CCOCC2)n1

ORCA input file:
```
! wB97M-V def2-TZVPD RIJCOSX def2/J DEFGRID3
* xyz 0 1
C -1.72 -2.00 -1.06
C -2.79 -2.86 -0.39
C -2.16 -4.14 0.14
C -3.48 -2.12 0.76
C -4.34 -0.93 0.31
C -3.54 0.29 0.05
N -3.72 1.08 -0.98
O -2.81 2.08 -0.83
C -2.14 1.83 0.30
C -1.04 2.73 0.73
N 0.19 2.36 0.06
C 1.18 3.42 0.15
C 0.72 1.09 0.52
C 1.60 0.44 -0.56
C 3.05 0.22 -0.13
C 3.18 -0.92 0.90
C 4.65 -1.14 1.25
O 5.42 -1.45 0.11
C 5.37 -0.41 -0.84
C 3.94 -0.14 -1.32
N -2.55 0.74 0.88
H -2.16 -1.13 -1.54
H -1.19 -2.57 -1.81
H -0.99 -1.65 -0.32
H -3.54 -3.12 -1.14
H -1.68 -4.69 -0.66
H -2.91 -4.79 0.59
H -1.41 -3.91 0.90
H -2.74 -1.77 1.48
H -4.14 -2.83 1.27
H -5.04 -0.68 1.11
H -4.91 -1.16 -0.58
H -1.31 3.75 0.43
H -0.96 2.68 1.83
H 0.78 4.32 -0.31
H 2.07 3.12 -0.39
H 1.46 3.64 1.20
H 1.29 1.22 1.45
H -0.12 0.44 0.75
H 1.59 1.09 -1.44
H 1.18 -0.52 -0.86
H 3.44 1.14 0.33
H 2.62 -0.69 1.81
H 2.77 -1.83 0.47
H 4.76 -2.00 1.92
H 5.05 -0.24 1.74
H 6.00 -0.74 -1.67
H 5.80 0.51 -0.41
H 3.96 0.68 -2.05
H 3.55 -1.03 -1.81
*
```

=====

Molecular formula: C16H29N6O2
Method: DFT, ωB97M-V with the def2-TZVPD basis set

Summary:
**Total energy**: -1105.8379 Eh
**Strongest force on any atom**: 0.79 eV/A
**SMILES string**: C=Cn1c(N(C(C)=O)C(C)=O)c(NCCC)n(CNC)/c1=[NH+]\CC

ORCA input file:
```
! wB97M-V def2-TZVPD RIJCOSX def2/J DEFGRID3
* xyz 1 1
C -0.88 2.79 2.56
C 0.02 1.86 2.29
N 0.02 1.07 1.10
C 0.35 -0.28 1.03
N 0.73 -1.07 2.13
C -0.33 -1.37 3.11
C -0.35 -2.79 3.55
O -1.07 -0.51 3.48
C 1.97 -0.72 2.75
C 3.11 -0.46 1.81
O 2.06 -0.70 3.95
C 0.30 -0.66 -0.26
N 0.56 -1.95 -0.71
C -0.58 -2.86 -0.97
C -1.80 -2.58 -0.09
C -2.81 -1.57 -0.66
N -0.05 0.49 -0.98
C -0.21 0.68 -2.43
N -0.52 -0.52 -3.16
C -0.65 -0.21 -4.59
C -0.21 1.51 -0.14
N -0.53 2.82 -0.45
C 0.49 3.58 -1.22
C 1.91 3.20 -0.81
H -1.72 2.95 1.91
H -0.77 3.40 3.44
H 0.82 1.64 2.99
H -0.57 -3.46 2.72
H 0.63 -3.03 3.96
H -1.08 -2.89 4.34
H 4.01 -0.32 2.40
H 3.25 -1.32 1.15
H 2.93 0.41 1.18
H 1.23 -1.95 -1.47
H -0.88 -2.85 -2.01
H -0.23 -3.86 -0.75
H -1.51 -2.27 0.91
H -2.31 -3.53 0.02
H -3.82 -1.88 -0.40
H -2.68 -0.58 -0.21
H -2.73 -1.49 -1.74
H -1.04 1.37 -2.56
H 0.68 1.20 -2.81
H 0.26 -1.17 -3.08
H -1.51 0.43 -4.75
H -0.81 -1.14 -5.13
H 0.24 0.28 -4.99
H -1.41 2.81 -0.95
H 0.37 3.44 -2.30
H 0.33 4.63 -1.00
H 2.27 2.32 -1.34
H 1.97 3.04 0.27
H 2.57 4.03 -1.06
*
```

=====

Molecular formula: C16H29S4Sb2Ti
Method: DFT, ωB97M-V with the def2-TZVPD basis set

Summary:
**Strongest force on any atom**: 1.48 eV/A
**Energy relative to the best compared isomer or geometry (same formula, charge and spin)**: 4.24 kcal per mole

ORCA input file:
```
! wB97M-V def2-TZVPD RIJCOSX def2/J DEFGRID3
* xyz -1 1
Ti -2.58 0.71 -0.92
C -1.00 -2.72 3.19
Sb -0.76 -1.19 1.70
C 0.96 -2.15 0.84
C 0.30 0.20 3.03
C 1.75 0.30 2.73
C 2.63 -0.62 3.29
C 3.98 -0.65 2.95
C 4.47 0.26 2.03
C 3.61 1.20 1.49
C 2.25 1.25 1.83
C 1.42 2.38 1.28
Sb -0.01 2.07 -0.34
C 1.52 1.40 -1.68
C -0.01 4.12 -0.87
H -1.46 -3.59 2.74
H -1.65 -2.36 3.99
H -0.03 -2.99 3.60
H 1.70 -2.45 1.58
H 1.44 -1.51 0.10
H 0.59 -3.04 0.32
H 0.12 -0.20 4.03
H -0.22 1.15 2.94
H 2.24 -1.35 4.00
H 4.63 -1.38 3.41
H 5.51 0.25 1.74
H 3.99 1.94 0.79
H 2.09 3.10 0.81
H 0.89 2.90 2.08
H 2.19 2.22 -1.91
H 1.05 1.04 -2.59
H 2.09 0.60 -1.21
H 1.01 4.49 -0.82
H -0.66 4.68 -0.20
H -0.40 4.19 -1.88
S -2.04 1.82 -2.94
S -3.15 2.95 -1.55
S -4.59 0.02 0.05
S -3.42 1.23 1.30
C -1.40 -1.36 -4.15
C -2.28 -1.82 -2.99
C -3.76 -1.60 -3.31
C -1.88 -1.18 -1.66
H -1.63 -1.92 -5.06
H -0.34 -1.51 -3.92
H -1.56 -0.30 -4.36
H -2.14 -2.91 -2.90
H -3.96 -0.54 -3.47
H -4.40 -1.95 -2.50
H -4.05 -2.14 -4.22
H -0.78 -1.22 -1.57
H -2.27 -1.80 -0.84
*
```